{
  "formula": "C23H36N7O6SeTi",
  "method": "ωB97M-V/def2-TZVPD",
  "total_charge": -1,
  "mol_weight_g_mol": 633.4,
  "total_energy_ev": -135616.6118,
  "multiplicity": 3,
  "lumo_energy_ev": [1.9531, 1.9528],
  "elements": ["Ti", "N", "C", "C", "C", "C", "N", "C", "N", "N", "C", "O", "O", "H", "H", "H", "H", "H", "H", "H", "H", "H", "H", "H", "H", "H", "H", "C", "C", "N", "O", "C", "C", "N", "O", "H", "H", "H", "H", "H", "H", "H", "O", "C", "C", "C", "C", "O", "N", "H", "H", "H", "H", "C", "C", "C", "C", "C", "C", "Se", "C", "C", "C", "H", "H", "H", "H", "H", "H", "H", "H", "H", "H", "H"],
  "xyz": [[-0.526205, 1.042797, 0.701471], [1.525472, 0.231280, 0.305084], [2.126010, 1.359512, -0.412966], [3.622611, 1.227086, -0.708645], [4.129630, 2.198523, -1.775142], [3.536080, 2.004164, -3.166902], [3.874501, 0.713270, -3.787427], [3.271890, -0.456540, -3.511530], [1.979134, -0.523064, -3.211756], [3.941264, -1.607144, -3.639439], [1.834096, 2.678517, 0.393907], [2.613763, 3.619796, 0.266777], [0.801867, 2.652920, 1.141668], [2.022406, 0.057927, 1.173066], [1.540859, -0.637326, -0.225766], [1.565668, 1.450432, -1.347641], [3.815085, 0.189907, -1.015832], [4.185042, 1.380799, 0.213683], [5.221325, 2.140683, -1.846982], [3.875399, 3.207049, -1.449532], [3.917363, 2.768281, -3.844310], [2.452967, 2.125687, -3.167870], [4.859308, 0.611312, -3.981551], [1.436350, 0.305397, -3.034184], [1.635312, -1.396739, -2.805115], [4.940093, -1.567282, -3.512075], [3.483843, -2.380104, -3.097000], [-1.739584, -0.652973, 4.623258], [-1.364333, -0.373579, 3.204246], [-0.649423, 0.675516, 2.817771], [-0.250340, 1.538265, 3.859601], [-1.805498, -1.189934, 2.109342], [-2.687528, -2.392763, 2.178085], [-1.309824, -0.670312, 1.010522], [-1.561836, -0.700980, -0.287130], [-1.173743, -0.025467, 5.306798], [-1.559054, -1.700757, 4.875384], [-2.803319, -0.457313, 4.786902], [0.167846, 2.251541, 3.359046], [-2.381841, -3.076943, 2.973893], [-2.636868, -2.927240, 1.229468], [-3.735530, -2.130484, 2.355812], [-0.909101, 2.215817, -1.202375], [-2.045859, 2.509691, -0.766211], [-3.132118, 3.192691, -1.565616], [-4.311140, 3.136033, -0.602990], [-3.732564, 2.492920, 0.667570], [-4.384971, 2.278383, 1.663913], [-2.396451, 2.207834, 0.485104], [-3.283283, 2.661926, -2.505193], [-2.807725, 4.206639, -1.804444], [-5.131834, 2.511581, -0.955143], [-4.725921, 4.110290, -0.346342], [2.357952, -9.176021, -0.231191], [2.422790, -7.690088, -0.462152], [2.750284, -7.163171, -1.701263], [2.814958, -5.790247, -1.924472], [3.171069, -5.296329, -3.297908], [2.550243, -4.898451, -0.875049], [2.640397, -3.009659, -1.139313], [2.206489, -5.417844, 0.386135], [1.859038, -4.527650, 1.546950], [2.152178, -6.794854, 0.565046], [2.715613, -9.725501, -1.102907], [1.335361, -9.504734, -0.029486], [2.967549, -9.473335, 0.624781], [2.960422, -7.836661, -2.527295], [3.267665, -6.128718, -3.997084], [4.118945, -4.750127, -3.280984], [2.415734, -4.603472, -3.674281], [2.414067, -3.592636, 1.512528], [2.063614, -5.033797, 2.491977], [0.799070, -4.260005, 1.528441], [1.888271, -7.177820, 1.547163]],
  "forces_ev_per_a": [[-0.1, -0.2, 0.2], [0.1, 0.2, -0.2], [0.2, 0.5, 0.3], [-0.1, -0.3, -0.3], [-0.1, 0.0, 0.0], [-0.1, 0.0, -0.1], [0.2, 0.0, 0.2], [-0.2, 0.1, -0.1], [0.0, 0.0, 0.1], [-0.2, 0.1, -0.1], [0.1, 0.0, 0.2], [0.0, 0.0, 0.0], [0.0, -0.2, 0.0], [-0.1, 0.0, 0.1], [0.0, -0.1, 0.0], [0.0, 0.1, 0.0], [0.0, 0.0, 0.0], [0.0, 0.1, 0.0], [0.0, 0.0, 0.0], [0.1, 0.0, 0.0], [0.0, 0.0, 0.0], [0.0, 0.0, 0.0], [0.0, 0.0, 0.0], [0.0, 0.0, -0.1], [0.0, 0.0, 0.0], [0.0, 0.0, 0.0], [0.2, -0.1, 0.1], [0.0, 0.0, 0.1], [0.0, -0.1, 0.0], [-0.2, -0.1, -0.1], [0.0, 0.0, 0.0], [0.1, -0.1, 0.0], [-0.1, 0.0, 0.0], [0.1, 0.4, -0.1], [-0.1, -0.3, 0.2], [0.0, 0.0, 0.0], [0.0, 0.0, 0.0], [0.0, 0.0, 0.0], [0.0, 0.0, 0.0], [0.0, 0.0, 0.0], [0.0, 0.0, 0.0], [0.0, 0.0, 0.0], [0.0, -0.1, 0.0], [0.1, 0.0, -0.1], [0.0, 0.0, 0.0], [0.0, 0.0, 0.0], [0.1, 0.0, 0.1], [0.0, 0.0, 0.0], [-0.2, 0.1, -0.3], [0.0, 0.0, 0.0], [0.0, 0.0, 0.0], [0.0, 0.0, 0.0], [0.0, 0.0, 0.0], [0.0, 0.0, 0.0], [0.0, 0.0, 0.0], [0.0, 0.0, 0.0], [0.0, 0.0, 0.0], [0.0, 0.0, 0.0], [-0.1, 0.0, 0.0], [0.0, 0.1, 0.0], [0.0, 0.0, 0.0], [0.0, 0.0, 0.0], [0.0, 0.0, 0.0], [0.0, 0.0, 0.0], [0.0, 0.0, 0.0], [0.0, 0.0, 0.0], [0.0, 0.0, 0.0], [0.0, 0.0, 0.0], [0.0, 0.0, 0.0], [0.0, 0.0, 0.0], [0.0, 0.0, 0.0], [0.0, 0.0, 0.0], [0.0, 0.0, 0.0], [0.0, 0.0, 0.0]],
  "mulliken_spin": [1.278, -0.011, -0.008, -0.004, 0.001, 0.000, 0.000, 0.000, 0.001, 0.000, -0.009, 0.003, 0.003, 0.011, 0.013, -0.001, 0.002, 0.000, 0.000, 0.000, 0.000, 0.000, 0.000, 0.000, 0.000, 0.000, 0.000, -0.020, 0.224, 0.107, 0.007, 0.098, -0.006, 0.163, 0.096, 0.003, 0.008, 0.017, 0.004, 0.001, 0.002, 0.007, 0.000, -0.011, 0.003, -0.002, 0.006, 0.007, 0.007, -0.001, 0.001, 0.000, 0.000, 0.000, 0.000, 0.000, 0.000, 0.000, 0.000, 0.000, 0.000, 0.000, 0.000, 0.000, 0.000, 0.000, 0.000, 0.000, 0.000, 0.000, 0.000, 0.000, 0.000, 0.000]
}

=====

{
  "formula": "CH4P2",
  "method": "ωB97M-V/def2-TZVPD",
  "mol_weight_g_mol": 78.0,
  "total_energy_ev": -19672.8779,
  "lumo_energy_ev": [-1.3945, -1.4389],
  "elements": ["C", "P", "P", "H", "H", "H", "H"],
  "xyz": [[-0.144567, 0.024353, -1.450353], [-0.005133, 1.103805, 3.034646], [0.108267, -0.086503, 0.381572], [-1.110186, 0.435140, -1.719025], [0.754971, 0.435981, -1.766413], [-0.845736, -1.000684, 0.893909], [1.242384, -0.912091, 0.625664]],
  "forces_ev_per_a": [[-0.6, -0.9, 4.4], [0.2, -0.5, -1.8], [-0.9, -0.7, -0.4], [0.2, 0.2, -0.3], [1.3, 1.0, -1.4], [0.0, 0.4, -0.3], [-0.2, 0.6, -0.3]],
  "nbo_charge": [-0.827, -0.086, 0.499, 0.212, 0.190, -0.004, 0.016]
}

=====

{
  "formula": "C32H52BFIN2O3S",
  "method": "ωB97M-V/def2-TZVPD",
  "total_charge": -1,
  "mol_weight_g_mol": 701.6,
  "total_energy_ev": -65479.7956,
  "lumo_energy_ev": 2.2385,
  "elements": ["C", "C", "C", "C", "C", "N", "C", "S", "C", "C", "C", "I", "C", "C", "C", "C", "C", "C", "C", "C", "C", "O", "C", "N", "C", "C", "C", "C", "C", "C", "C", "C", "B", "C", "O", "C", "C", "F", "H", "H", "H", "H", "H", "H", "H", "H", "H", "H", "H", "H", "H", "H", "H", "H", "H", "H", "H", "H", "H", "H", "H", "H", "H", "H", "H", "H", "H", "H", "H", "H", "H", "H", "H", "H", "H", "H", "H", "H", "H", "H", "H", "H", "H", "H", "H", "C", "C", "O", "H", "H", "H", "H", "H"],
  "xyz": [[3.686767, -4.408434, -1.129225], [2.918565, -3.141151, -1.600213], [3.029626, -1.951290, -0.622725], [1.907640, -0.850611, -0.738171], [1.420671, -0.774585, -2.221274], [0.839064, -0.947505, 0.229978], [0.139363, -2.162013, 0.239766], [0.840208, -3.518475, 1.360888], [-0.251229, -4.951830, 1.084860], [0.640236, -6.237113, 1.010644], [0.605325, 0.130232, 1.130850], [2.541330, 0.239719, 2.312347], [0.532930, 1.503215, 0.323920], [1.564051, 2.586883, 0.515617], [1.397115, 3.562729, 1.470150], [2.295245, 4.600932, 1.629014], [3.421545, 4.719903, 0.847257], [4.456013, 5.814232, 1.008973], [3.580575, 3.761531, -0.149250], [2.674531, 2.746819, -0.297857], [-0.640340, 0.041930, 2.073437], [-1.862973, -0.294390, 1.403599], [-2.559783, 0.622008, 0.557974], [-3.990011, 0.435081, 0.818223], [-2.249341, 0.262554, -0.924841], [-3.373263, 0.560977, -1.954253], [-3.664423, -0.722505, -2.731857], [-2.716649, -1.080905, -3.683134], [-2.828864, -2.233885, -4.424781], [-3.933709, -3.054668, -4.192743], [-4.871947, -2.691944, -3.263296], [-4.763559, -1.529543, -2.511884], [-0.592180, -1.106034, 3.265808], [0.277228, -1.149140, 4.575647], [-1.474354, -2.170693, 3.201683], [-0.933177, 1.316861, 2.923220], [-2.138928, 1.105617, 3.882264], [0.106869, 1.720290, 3.761029], [4.755275, -4.256076, -1.319581], [3.325884, -5.249719, -1.735482], [3.465959, -4.585094, -0.071778], [1.899415, -3.437593, -1.873147], [3.400439, -2.827107, -2.539089], [3.149376, -2.273701, 0.419035], [3.996986, -1.478044, -0.859811], [2.499494, 0.065654, -0.685018], [0.832674, -1.644265, -2.530584], [2.332604, -0.780828, -2.837507], [0.913609, 0.170766, -2.441871], [0.190741, -2.641272, -0.747922], [-0.933313, -2.146683, 0.452338], [-0.942938, -5.073452, 1.928609], [-0.862839, -4.861926, 0.177559], [0.394635, -6.836601, 0.129824], [0.524147, -6.821201, 1.932091], [1.691192, -5.928484, 0.991361], [-0.417000, 2.022892, 0.482507], [0.527095, 1.313701, -0.755009], [0.533791, 3.608958, 2.130750], [2.122968, 5.362039, 2.392285], [5.352490, 5.339848, 1.442747], [4.142219, 6.583374, 1.722671], [4.760031, 6.227238, 0.041938], [4.451657, 3.845596, -0.801587], [2.857849, 2.054567, -1.124221], [-2.403646, 1.704325, 0.653413], [-4.243648, 1.015331, 1.612201], [-4.167096, -0.530082, 1.083033], [-2.072185, -0.825215, -0.920033], [-1.322465, 0.716335, -1.285398], [-2.952967, 1.249639, -2.701525], [-4.269916, 1.041591, -1.562603], [-1.842913, -0.449840, -3.855276], [-2.080605, -2.542814, -5.151514], [-4.013387, -3.975918, -4.768546], [-5.702869, -3.383090, -3.110233], [-5.500891, -1.265291, -1.757231], [0.852123, -2.088655, 4.556140], [0.974906, -0.333542, 4.764771], [-0.395296, -1.229525, 5.448778], [-1.483934, -2.554598, 2.317486], [-1.199525, 2.201330, 2.333195], [-2.594908, 2.097687, 4.026332], [-2.922385, 0.468433, 3.466349], [-1.803353, 0.806277, 4.881008], [-0.008341, 5.614709, -1.064269], [-0.471549, 4.710255, -2.231520], [-1.245369, 3.704258, -1.763818], [0.562139, 5.018804, -0.362070], [0.634168, 6.436542, -1.426337], [-0.856233, 6.070249, -0.543878], [0.473336, 4.412973, -2.760403], [-0.937842, 5.402445, -2.980809]],
  "forces_ev_per_a": [[-0.6, 0.7, -0.4], [0.6, -0.4, 0.0], [-0.1, -0.1, -0.1], [1.2, -0.2, -1.9], [0.5, -0.1, 0.3], [-1.0, 0.2, 0.3], [-0.5, -1.8, -0.4], [0.3, 0.3, 0.1], [0.1, -0.6, 0.1], [-0.1, 0.6, 0.4], [0.2, 1.5, -0.9], [0.1, -0.2, 0.5], [0.3, 0.3, -0.5], [-0.1, 0.1, 0.2], [-0.5, 0.5, 0.8], [0.3, 0.6, 0.6], [0.2, 0.1, -0.4], [0.2, -0.7, 0.4], [0.6, 0.6, 0.1], [0.1, -1.0, -1.1], [0.4, -1.1, 1.4], [0.8, 0.8, -0.1], [-1.3, 0.0, -1.8], [0.4, 0.2, 0.4], [-0.4, -0.5, 0.3], [0.6, -0.2, -1.0], [0.1, 1.3, 0.5], [0.7, 0.0, -0.5], [-0.4, -0.5, 0.1], [0.8, -0.2, -0.8], [-1.0, -0.8, 0.4], [0.2, -0.1, -0.1], [0.1, -0.8, -0.1], [0.0, 0.3, 0.5], [0.5, 0.1, 0.0], [-1.1, 0.3, 0.7], [-0.1, 0.9, -0.2], [0.2, -0.1, -0.5], [-0.1, -0.2, 0.3], [0.3, 0.0, 0.3], [0.3, -0.1, -0.2], [0.0, 0.2, 0.3], [-0.4, -0.1, 0.1], [-0.3, 0.0, -0.2], [-0.3, 0.1, 0.1], [-0.7, 0.1, 1.0], [-0.1, 0.3, 0.0], [-0.3, 0.0, 0.0], [-0.2, -0.3, 0.1], [0.1, 0.4, 0.1], [0.3, 0.7, 0.1], [0.1, 0.3, -0.2], [0.3, 0.3, 0.1], [0.1, 0.0, 0.2], [-0.1, -0.1, -0.3], [-0.2, -0.2, -0.3], [0.1, -0.4, 0.0], [-0.1, -0.2, 0.3], [0.0, -0.4, -0.2], [-0.1, -0.2, -0.1], [-0.1, 0.3, -0.1], [0.0, 0.0, -0.4], [-0.2, 0.2, 0.2], [-0.3, -0.2, 0.0], [-0.2, 0.1, 0.2], [0.5, -0.3, 0.5], [-0.1, -0.2, -0.1], [0.1, 0.0, -0.1], [-0.1, 0.2, 0.0], [-0.2, 0.1, 0.3], [-0.1, 0.1, 0.4], [0.2, -0.3, 0.3], [-0.3, 0.1, 0.2], [-0.1, 0.2, 0.1], [-0.2, 0.1, 0.2], [0.0, 0.3, 0.1], [0.1, 0.0, -0.2], [-0.2, 0.2, -0.1], [-0.2, -0.1, -0.1], [0.1, -0.1, -0.3], [-0.6, 0.3, 0.0], [0.4, -0.3, -0.3], [0.1, -0.2, 0.0], [0.3, -0.2, 0.2], [0.0, -0.4, -0.4], [0.3, 0.5, -0.6], [0.0, 0.3, 0.8], [0.0, -0.4, -0.4], [0.0, 0.0, 0.1], [0.0, 0.0, 0.1], [-0.1, -0.2, 0.0], [0.0, -0.3, 0.1], [-0.3, -0.1, 0.0]],
  "lowdin_charge": [-0.108, -0.274, -0.190, -0.373, -0.035, -0.173, -0.394, 0.885, -0.512, -0.164, -0.480, 1.041, -0.118, -0.317, -0.078, -0.055, -0.284, -0.055, -0.049, -0.067, -0.286, -0.096, -0.361, 0.080, -0.092, -0.124, -0.234, -0.058, -0.091, -0.124, -0.116, -0.042, -0.537, -0.050, 0.106, -0.300, 0.000, -0.052, 0.068, 0.067, 0.045, 0.088, 0.100, 0.055, 0.117, 0.086, 0.066, 0.084, 0.076, 0.081, 0.078, 0.061, 0.077, 0.065, 0.064, 0.028, 0.095, 0.095, 0.114, 0.115, 0.078, 0.071, 0.075, 0.114, 0.113, 0.152, 0.070, 0.089, 0.108, 0.091, 0.110, 0.105, 0.121, 0.099, 0.095, 0.098, 0.111, 0.071, 0.008, 0.074, 0.058, 0.130, 0.091, 0.081, 0.089, -0.140, -0.596, -0.358, 0.017, 0.049, 0.052, 0.064, 0.063]
}

=====

{
  "formula": "C5H8N2",
  "method": "ωB97M-V/def2-TZVPD",
  "mol_weight_g_mol": 96.1,
  "total_energy_ev": -8294.2479,
  "lumo_energy_ev": 0.9733,
  "smiles": "Cc1c[nH]c(N)c1",
  "elements": ["C", "C", "C", "N", "C", "N", "C", "H", "H", "H", "H", "H", "H", "H", "H"],
  "xyz": [[-2.380927, -0.169066, -0.066097], [-0.922962, -0.018764, 0.230850], [-0.392996, 1.149329, -0.239693], [0.964726, 1.018982, -0.314461], [1.313647, -0.196092, 0.190773], [2.672778, -0.532999, 0.231612], [0.174984, -0.868980, 0.580456], [-2.541086, -0.817320, -0.935352], [-3.045860, -0.497613, 0.740559], [-2.597805, 0.829885, -0.464603], [-0.871828, 2.112818, -0.235637], [1.595347, 1.739062, -0.616648], [2.784111, -1.495562, 0.518039], [3.092589, -0.414338, -0.684112], [0.155289, -1.839340, 1.064307]],
  "forces_ev_per_a": [[-0.1, -0.1, 0.0], [0.1, 0.3, -0.3], [0.1, 0.2, 0.2], [0.3, 0.1, 0.5], [-0.1, 0.0, 0.0], [0.1, -0.2, 0.0], [0.0, -0.1, -0.3], [0.1, -0.2, 0.3], [0.1, 0.2, -0.1], [-0.9, -0.3, 0.4], [-0.1, 0.1, -0.7], [0.1, -0.1, 0.2], [0.1, 0.0, 0.0], [0.1, -0.1, 0.1], [0.0, 0.1, -0.3]],
  "nbo_charge": [-0.615, -0.074, -0.116, -0.529, 0.311, -0.816, -0.369, 0.211, 0.206, 0.213, 0.206, 0.408, 0.377, 0.368, 0.219]
}

=====

{
  "formula": "C8H11N5",
  "method": "ωB97M-V/def2-TZVPD",
  "mol_weight_g_mol": 177.2,
  "total_energy_ev": -15922.4700,
  "lumo_energy_ev": 0.4635,
  "smiles": "CC(C)n1cnc2ncnc(N)c21",
  "elements": ["C", "C", "C", "C", "C", "C", "C", "C", "H", "H", "H", "H", "H", "H", "H", "H", "H", "H", "H", "N", "N", "N", "N", "N"],
  "xyz": [[-2.299336, -0.022644, 0.337962], [-1.154935, -0.800429, -0.441289], [-1.680981, -1.483600, -1.639471], [0.102117, 0.859744, -1.670134], [1.669780, 1.461359, -0.461062], [3.283301, 1.336982, 1.015639], [1.499345, -0.118448, 1.399597], [1.144779, 0.299827, 0.109515], [-2.702676, 0.742220, -0.414407], [-2.959581, -0.645595, 1.012209], [-1.780547, 0.916462, 1.049872], [-0.800418, -1.512632, 0.287474], [-2.930765, -1.754021, -1.373476], [-1.050440, -2.419626, -1.993405], [-1.707357, -0.615905, -2.529879], [-0.601867, 0.986460, -2.547962], [4.285801, 1.623092, 1.456791], [0.860207, -1.136954, 3.085380], [-0.392359, -0.840529, 1.819280], [0.035020, 0.062481, -0.665147], [1.070222, 1.714989, -1.678403], [2.754931, 1.991321, 0.014310], [2.661538, 0.344035, 1.759756], [0.694220, -0.988589, 2.066850]],
  "forces_ev_per_a": [[2.2, 4.0, 0.6], [0.1, 0.5, 2.9], [-2.7, 0.0, -2.9], [-1.5, 3.0, -4.9], [0.1, -2.0, -1.2], [-0.1, -0.5, 1.9], [0.1, 0.8, -2.2], [-1.8, 0.9, 0.7], [-0.6, -1.6, 1.0], [0.5, 0.8, -1.3], [-1.1, -3.1, -1.5], [0.1, -0.7, -0.3], [4.0, 0.5, -1.1], [-1.5, 2.0, 0.7], [-0.2, -2.8, 2.1], [0.6, -0.9, 1.5], [-1.3, -0.2, -0.9], [0.0, 0.4, -1.3], [3.7, -0.4, 1.2], [-2.3, -3.3, 1.0], [0.8, 1.1, 1.3], [2.9, 1.1, 0.6], [1.5, 0.6, 0.9], [-3.2, -0.3, 1.3]],
  "nbo_charge": [-0.662, -0.084, -0.619, 0.221, 0.304, 0.258, 0.413, -0.044, 0.237, 0.242, 0.217, 0.208, 0.233, 0.246, 0.221, 0.208, 0.188, 0.409, 0.395, -0.347, -0.459, -0.451, -0.522, -0.813]
}

=====

- Number 3 is which compound?
  C32H52BFIN2O3S